1.
# C4H11N5

A molecular structure, C4H11N5 (ωB97M-V/def2-TZVPD, the OMol25 dataset).

```
20
Properties=species:S:1:pos:R:3:forces:R:3
C 1.399211 1.563555 0.894841 0.1 0.4 0.5
N -0.111081 -1.353113 -0.422771 0.6 0.3 0.6
C 0.916799 -0.481466 -0.452645 -1.6 -0.1 -1.2
C -0.987266 -0.003148 0.617119 0.6 1.4 0.6
N -0.529044 -1.906026 -1.630109 0.5 0.5 -1.1
N 1.929797 -0.461757 -1.351451 0.4 -0.1 -0.2
N -1.229386 -0.774030 1.744032 0.4 0.2 -0.8
C -1.925262 0.863306 0.139764 0.5 0.3 0.2
N 0.579297 0.514916 0.348546 -0.8 -0.8 0.1
H -0.914568 -1.152969 -2.216527 -0.2 -0.4 0.2
H -1.248961 -2.608967 -1.510479 0.2 0.2 0.4
H 1.768760 -1.030220 -2.170819 0.0 -0.3 0.2
H 2.332041 0.433343 -1.585032 -0.1 0.0 0.2
H -0.632781 -1.590339 1.789298 -0.5 0.2 0.7
H -1.719655 -0.313121 2.494843 0.4 -0.5 0.1
H 0.851288 2.508481 0.899460 -0.2 -0.1 0.0
H 2.320071 1.774947 0.338471 -0.2 -0.4 -0.3
H 1.746326 1.375867 1.917433 -0.3 -0.2 0.0
H -2.884303 0.931703 0.634181 -0.2 -0.5 -0.3
H -1.661282 1.709038 -0.478155 0.2 -0.1 0.0
```
Positions in Å, forces in eV/Å.

The spin multiplicity is 1. For the energy above the lowest of the compared OMol25 structures with the same formula, charge and spin, the calculation gives 312.2 kJ/mol. The HOMO energy comes out at -6.625 eV. The total energy comes out at -11773.315 eV. The HOMO-LUMO gap comes out at 0.2723 Eh.

Here is what Löwdin gives for the atomic charges, in e: C -0.06; N -0.08; C -0.45; C -0.43; N 0.02; N 0.17; N 0.08; C -0.03; N -0.01; H 0.08; H 0.07; H 0.09; H 0.10; H 0.08; H 0.09; H 0.08; H 0.08; H 0.08; H 0.03; H 0.02

2.
# C8H5F6I2NO4RhS2Se

A molecular structure, C8H5F6I2NO4RhS2Se (ωB97M-V/def2-TZVPD, the OMol25 dataset).

```
30
Properties=species:S:1:pos:R:3:forces:R:3
Rh -0.312461 1.499095 -1.327952 -0.1 0.3 -0.5
F 1.415709 -2.897107 -0.277386 0.0 0.0 0.0
C 1.869869 -1.660084 -0.339504 0.0 -0.1 0.0
F 3.153081 -1.625710 -0.030710 0.0 0.0 0.0
F 1.196414 -0.893101 0.519060 0.0 0.0 0.0
S 1.668851 -0.997735 -2.074880 -0.1 0.0 -0.1
O 1.487560 0.463238 -1.849380 0.2 0.0 0.2
O 2.820359 -1.376362 -2.799860 0.0 0.0 0.0
N 0.355658 -1.643950 -2.655820 -0.1 0.0 0.0
S -1.028297 -1.027080 -2.283136 -0.1 0.0 0.2
O -1.295102 -0.948946 -0.859377 0.0 0.0 0.0
O -1.282936 0.279451 -2.931003 0.0 0.0 0.0
C -2.208356 -2.238899 -3.031699 0.0 0.0 -0.1
F -2.032750 -2.287376 -4.335593 0.0 0.0 0.0
F -1.996952 -3.419608 -2.487498 0.0 0.0 0.0
F -3.426843 -1.810500 -2.745232 0.0 0.0 0.0
Se -1.885020 2.091815 0.531126 0.1 -0.2 0.2
C -0.762443 1.415307 1.882320 -0.2 0.1 -0.1
C -1.328043 0.588843 2.857374 0.1 0.0 0.1
C -0.511080 0.071630 3.846860 0.0 0.0 0.0
C 0.837180 0.408198 3.885332 0.0 0.0 0.0
C 1.388606 1.249464 2.922648 0.0 0.1 0.0
C 0.597332 1.744830 1.905049 0.1 -0.2 0.1
H -2.381913 0.347814 2.831804 0.0 0.0 0.0
H -0.928560 -0.584380 4.598002 0.0 0.0 0.0
H 1.464759 0.014618 4.673247 0.0 0.0 0.0
H 2.437608 1.508266 2.963878 0.0 0.0 0.0
H 1.024268 2.387236 1.143345 0.0 0.0 0.0
I 0.689649 3.764397 -2.708639 0.0 -0.1 0.1
I -1.026157 5.576638 -1.822368 -0.1 0.0 0.0
```
Positions in Å, forces in eV/Å.

As for the net charge: +1. The spin multiplicity is 5. The HOMO energy (alpha / beta) comes out at -12.712 / -13.188 eV. The total energy comes out at -140578.409 eV. The HOMO-LUMO gap (alpha / beta) comes out at 0.2686 / 0.2350 Eh.

Here is what Löwdin gives for the atomic charges, in e: Rh 0.66; F 0.18; C -0.67; F 0.18; F 0.13; S 0.67; O -0.47; O -0.20; N -0.27; S 0.63; O -0.32; O -0.39; C -0.69; F 0.19; F 0.19; F 0.18; Se 0.93; C -0.64; C -0.10; C -0.04; C -0.03; C -0.05; C -0.14; H 0.11; H 0.12; H 0.12; H 0.12; H 0.10; I 0.33; I 0.19

3.
# C19H28BrO2Sm

A molecular structure, C19H28BrO2Sm (ωB97M-V/def2-TZVPD, the OMol25 dataset).

```
51
Properties=species:S:1:pos:R:3:forces:R:3
O 0.939150 0.114677 -1.903936 0.3 0.2 -2.2
C 1.118150 1.216700 -2.865054 0.2 1.4 -0.2
C 1.101004 0.367160 -4.129094 0.0 0.0 0.5
H 2.073145 1.736570 -2.706086 -0.4 0.0 0.2
H 0.276145 1.932235 -2.885816 0.5 -0.3 0.3
C 0.909966 -0.755505 -3.098570 -0.1 -1.1 -1.0
H 2.031970 0.330986 -4.706027 -0.2 0.0 0.3
H 0.256107 0.537288 -4.813482 0.3 -0.1 0.4
C 2.064975 -1.720398 -3.115223 0.0 -0.2 0.3
H 3.017096 -1.194266 -3.080838 0.0 0.0 0.1
H 2.040448 -2.320382 -4.026733 0.0 0.0 0.0
H 1.993908 -2.389107 -2.263098 0.1 -0.2 0.2
C -0.423481 -1.436507 -3.290455 -0.1 -0.4 0.1
H -1.238345 -0.710796 -3.410468 0.2 -0.2 0.1
H -0.622383 -2.111335 -2.453291 -0.2 0.0 0.0
H -0.400312 -2.038561 -4.208875 0.1 0.1 0.2
Sm 0.766134 -0.367484 1.503506 -3.3 2.3 1.4
C -1.256003 -0.484561 4.082059 0.4 0.0 0.1
C -0.903759 0.890013 3.977564 0.0 -0.4 -0.1
C -1.640897 1.436357 2.895900 -0.2 -0.2 0.0
H -0.233140 1.441828 4.647215 -0.3 -0.3 -0.4
C -2.434582 0.402322 2.342895 0.1 0.3 -0.1
C -2.161938 -0.794523 3.039861 0.0 -0.4 -0.1
H -2.638255 -1.770866 2.861805 0.2 0.6 0.2
H -0.965460 -1.169704 4.891008 -0.1 0.4 -0.6
H -1.638639 2.482690 2.585565 0.1 -0.4 0.1
H -3.209472 0.513454 1.582754 0.3 0.0 0.2
C 1.396790 -1.842831 3.652561 0.9 -0.5 -0.5
C 0.694588 -2.687169 2.751302 0.8 -0.2 -0.4
C 1.439833 -2.779604 1.534863 0.7 0.0 0.8
H -0.225140 -3.212352 2.975994 0.0 0.2 -0.1
C 2.628266 -1.963647 1.695032 -0.3 -0.8 0.5
C 2.583793 -1.393353 3.012657 0.1 -1.0 -0.1
H 3.346770 -0.767606 3.474461 -0.4 -0.1 -0.3
H 1.142806 -1.681756 4.696578 0.0 0.2 -0.5
H 1.170048 -3.369322 0.655994 0.1 0.2 0.3
H 3.417301 -1.822748 0.953763 -0.3 0.0 0.3
O -0.648642 1.031918 0.082092 0.3 -0.1 -0.4
C -1.768105 0.652344 -0.794245 0.8 -0.2 0.4
C -2.224088 1.978651 -1.358193 -0.4 0.3 -0.5
H -2.510038 0.088286 -0.216289 0.3 0.5 0.2
H -1.409526 -0.041188 -1.562501 0.1 0.4 0.3
C -1.593232 3.045905 -0.438928 -0.7 -0.2 0.0
H -3.307620 2.007601 -1.432522 -0.1 0.2 0.0
H -1.811452 2.073505 -2.368741 -0.2 0.2 0.0
C -0.250998 2.410044 -0.233270 -0.2 -0.5 0.1
H -2.139606 3.054555 0.519005 0.3 0.2 -0.3
H -1.560752 4.061903 -0.850158 0.0 -0.3 -0.1
H 0.382603 2.824728 0.544141 -0.2 -0.3 0.3
H 0.326891 2.370941 -1.152868 -0.1 0.3 0.2
Br 2.097965 1.822932 2.406193 0.5 0.2 -0.2
```
Positions in Å, forces in eV/Å.

The spin multiplicity is 6. For the energy above the lowest of the compared OMol25 structures with the same formula, charge and spin, the calculation gives 149.7 kJ/mol. The HOMO energy (alpha / beta) comes out at -6.585 / -6.604 eV. The total energy comes out at -112197.304 eV. The HOMO-LUMO gap (alpha / beta) comes out at 0.2348 / 0.2475 Eh.

Here is what Löwdin gives for the atomic charges, in e: O -0.11; C -0.16; C -0.07; H 0.14; H 0.11; C -0.58; H 0.12; H 0.12; C -0.01; H 0.09; H 0.10; H 0.08; C -0.03; H 0.09; H 0.09; H 0.10; Sm 1.46; C -0.23; C -0.21; C -0.21; H 0.08; C -0.22; C -0.20; H 0.09; H 0.09; H 0.08; H 0.08; C -0.20; C -0.21; C -0.25; H 0.11; C -0.28; C -0.27; H 0.09; H 0.11; H 0.10; H 0.11; O -0.37; C -0.16; C -0.14; H 0.11; H 0.08; C -0.12; H 0.12; H 0.10; C -0.20; H 0.11; H 0.13; H 0.05; H 0.08; Br 0.00

4.
# C6H9NO2

A molecular structure, C6H9NO2 (ωB97M-V/def2-TZVPD, the OMol25 dataset).

```
18
Properties=species:S:1:pos:R:3:forces:R:3
C -1.342118 1.472938 0.166187 -1.8 2.7 3.2
C -0.466960 0.741507 -0.965013 0.2 2.9 -1.9
C 0.059012 -0.468215 -0.141862 -1.5 -1.1 0.4
C 0.619660 -0.343697 1.298210 -2.6 -6.3 -2.8
C 2.536621 -0.590645 -0.374091 3.7 4.0 -4.6
C -1.102720 -1.545475 -0.302186 -1.6 -1.3 0.4
H -1.845551 2.449923 -0.101796 1.3 -0.7 -0.5
H -2.474988 1.079850 0.614762 3.6 -0.3 -1.3
H -0.675913 1.881262 1.295947 -2.0 -1.5 -3.7
H 0.476565 1.472014 -1.502852 -2.9 -2.2 2.3
H -1.254841 0.560412 -1.993509 2.7 -0.1 3.5
H 0.748842 0.605785 1.545775 1.8 3.8 1.0
H 0.104441 -1.029642 2.081612 1.4 1.1 -1.5
H 3.803465 -1.655071 -0.059148 -3.3 3.0 -0.7
H -1.370262 -2.571678 0.764367 1.1 2.9 -2.9
N 1.355837 -1.084620 0.107296 -0.8 1.0 1.6
O 2.693116 0.464468 -1.193891 -0.7 -6.8 5.1
O -1.864202 -1.439121 -1.239813 1.3 -1.2 2.4
```
Positions in Å, forces in eV/Å.

The spin multiplicity is 1. For the energy above the lowest of the compared OMol25 structures with the same formula, charge and spin, the calculation gives 1010.8 kJ/mol. The HOMO energy comes out at -9.917 eV. The total energy comes out at -11942.843 eV. The HOMO-LUMO gap comes out at 0.3632 Eh.

Here is what Löwdin gives for the atomic charges, in e: C -0.17; C -0.18; C -0.43; C 0.02; C -0.24; C -0.18; H 0.04; H 0.14; H 0.15; H 0.18; H 0.18; H 0.03; H 0.14; H 0.22; H 0.21; N -0.01; O -0.09; O 0.01

5.
# C5H26O7S2

8 unconnected molecules or ions with the total composition C5H26O7S2 (ωB97M-V/def2-TZVPD, the OMol25 dataset).

```
40
Properties=species:S:1:pos:R:3:forces:R:3
C -1.690062 -0.092694 -2.292695 -1.8 -0.2 -0.1
C -0.847119 -1.180472 -2.907043 0.3 0.9 -2.1
C -0.945666 -2.454707 -2.167335 1.5 -2.1 2.1
S 0.694361 -3.181772 -1.496461 -0.1 0.1 -0.4
S 2.290172 -2.321145 -2.441165 -0.5 0.6 0.7
C 2.723938 -0.934546 -1.294144 2.0 -0.1 -0.8
C 1.791078 0.224467 -1.139199 -1.2 0.1 -0.8
H -1.737222 -0.116278 -1.210101 0.9 0.2 0.4
H -1.503503 0.918120 -2.655775 0.1 -0.1 0.0
H -2.746071 -0.351970 -2.482092 0.1 0.4 -0.4
H -1.090218 -1.406280 -3.960113 -1.1 0.1 0.3
H 0.122350 -0.766956 -3.251133 0.4 -0.7 1.6
H -1.459893 -3.313428 -2.597052 0.3 0.3 -0.9
H -1.404492 -2.480938 -1.166338 -0.3 1.2 -0.3
H 3.674208 -0.581283 -1.745743 -0.4 -0.1 -0.1
H 3.079213 -1.359326 -0.355728 -0.5 -0.1 0.2
H 2.230010 1.135554 -0.738809 0.3 -0.3 0.7
H 1.440015 0.606588 -2.110706 0.0 -0.5 0.1
H 0.913501 -0.121223 -0.586128 0.0 0.5 0.2
O 0.478234 -1.107924 3.199833 1.6 0.4 -0.7
H 1.239402 -1.667592 2.946300 -0.7 -0.2 0.5
H 0.950301 -0.243604 3.018271 -0.8 -0.3 0.3
O -1.050203 2.163515 1.205342 0.5 -0.1 0.4
H -1.792270 1.595504 1.412893 -0.2 -0.3 -0.4
H -1.096507 2.560134 0.329353 -0.6 -0.1 0.0
O 0.731045 3.578639 2.580867 0.5 0.3 -1.2
H 0.531592 3.459077 1.624193 0.1 0.1 1.0
H -0.158230 3.639177 2.921999 -0.5 -0.1 0.4
O -2.421014 -0.876956 2.287255 0.3 -0.1 0.6
H -2.202018 -1.823836 2.203775 -0.3 0.1 -0.3
H -1.847316 -0.695606 3.052290 -0.2 0.3 -0.3
O 1.932206 1.111184 2.696887 -0.1 1.0 -1.0
H 2.333737 1.127630 1.813288 0.1 -0.5 0.3
H 1.384976 1.939559 2.610046 0.2 -0.5 0.8
O -0.985160 -3.191363 2.211545 -0.4 0.0 0.8
H -0.374785 -2.527452 1.885697 0.3 0.1 -0.2
H -1.089068 -3.893113 1.585466 0.2 -0.5 -0.7
O -0.857275 4.082028 -0.729132 0.0 0.1 1.9
H -0.178186 4.762858 -0.665281 -0.2 -0.2 -0.7
H -1.064065 3.786432 -1.593128 0.2 0.2 -1.5
```
Positions in Å, forces in eV/Å.

The spin multiplicity is 1. For the energy above the lowest of the compared OMol25 structures with the same formula, charge and spin, the calculation gives 16.1 kJ/mol. The HOMO energy comes out at -8.951 eV. The total energy comes out at -41609.412 eV. The HOMO-LUMO gap comes out at 0.3272 Eh.

Here is what Löwdin gives for the atomic charges, in e: C -0.11; C -0.36; C -0.48; S 0.45; S 0.47; C -0.60; C -0.18; H 0.06; H 0.07; H 0.08; H 0.12; H 0.07; H 0.06; H 0.05; H 0.07; H 0.06; H 0.07; H 0.07; H 0.07; O -0.10; H 0.05; H 0.01; O -0.06; H 0.04; H 0.00; O -0.06; H 0.04; H 0.05; O -0.09; H -0.01; H 0.02; O -0.07; H 0.05; H 0.02; O -0.05; H 0.01; H 0.04; O -0.02; H 0.07; H 0.03

6.
# C11H13N4

A gas-phase ion, C11H13N4 (charge +1) (ωB97M-V/def2-TZVPD, the OMol25 dataset).

```
28
Properties=species:S:1:pos:R:3:forces:R:3
C -4.093788 0.928943 -0.577603 1.2 -2.6 2.8
C -2.798984 0.491148 -0.611511 -3.2 -1.3 1.4
C -2.414827 -0.768332 0.086986 -0.5 0.4 -1.1
C -1.164062 -1.233492 0.326726 -2.5 -0.2 -0.9
C -0.853745 -2.669982 0.593626 -0.6 1.1 3.1
N -0.109872 -0.333816 0.178987 4.0 0.5 0.0
C -0.111341 0.987698 0.267121 -2.1 1.3 1.7
N 1.057764 1.598814 0.176022 0.5 -1.3 -1.3
C 1.102180 3.037572 0.111461 1.2 0.4 -0.2
C 1.973460 0.614728 -0.047880 3.2 -2.3 0.4
N 3.345578 0.673698 -0.209476 -1.8 -0.4 0.8
C 3.942828 -0.524590 -0.201540 -0.3 0.4 -1.9
C 3.204710 -1.752659 -0.220500 1.1 -0.3 -0.5
N 1.898603 -1.830536 -0.044728 0.2 0.6 -0.6
C 1.332177 -0.645542 0.057317 -1.6 1.4 -0.3
H -4.317136 1.909766 -0.836150 -0.7 1.3 -1.3
H -4.842709 0.364830 0.089727 1.1 1.0 -1.1
H -2.205557 0.897693 -1.345744 1.9 1.3 -1.1
H -3.355897 -1.339988 0.216665 1.2 -0.3 0.4
H -0.970058 -3.300494 -0.225719 0.7 -0.8 -1.9
H -1.775937 -2.991337 1.153192 1.3 0.1 0.4
H 0.136237 -2.739960 1.134027 -1.6 -0.6 -0.5
H -0.921381 1.630802 0.670177 0.1 -1.0 -0.9
H 2.001421 3.520702 -0.302311 -0.2 -0.9 0.2
H 0.263973 3.310874 -0.441205 -1.2 0.8 -1.3
H 0.919341 3.374290 1.081703 0.1 0.9 1.7
H 5.020652 -0.539012 -0.512037 -1.1 0.0 0.8
H 3.736381 -2.671822 -0.567329 -0.5 0.7 0.9
```
Positions in Å, forces in eV/Å.

As for the net charge: +1. The spin multiplicity is 1. For the energy above the lowest of the compared OMol25 structures with the same formula, charge and spin, the calculation gives 48.2 kJ/mol. The HOMO energy comes out at -12.001 eV. The total energy comes out at -17569.154 eV. The HOMO-LUMO gap comes out at 0.2828 Eh.

Here is what Löwdin gives for the atomic charges, in e: C 0.06; C -0.18; C -0.02; C -0.25; C -0.02; N 0.11; C -0.02; N -0.01; C 0.04; C -0.16; N 0.17; C -0.07; C -0.07; N 0.15; C -0.12; H 0.04; H 0.10; H 0.07; H 0.13; H 0.07; H 0.11; H 0.10; H 0.19; H 0.13; H 0.08; H 0.09; H 0.14; H 0.14